{"formula": "C6H16O2", "method": "ωB97M-V with the def2-TZVPD basis set", "homo_lumo_gap_ev": 8.87, "de_lowest_kj_mol": 404.81, "e_homo_ev": -8.2, "elements": ["C", "C", "C", "C", "O", "O", "H", "H", "H", "H", "H", "H", "H", "H", "H", "H", "C", "C", "H", "H", "H", "H", "H", "H"], "coordinates": [[-0.162778, 1.041656, 1.105557], [-0.269711, 0.570437, -1.302654], [-1.379937, 1.909880, 1.085513], [1.195058, 1.690567, 1.118728], [-0.278637, -0.130761, 1.607526], [-1.621487, 0.167684, -1.408409], [0.253733, -0.943174, 0.863208], [-1.672970, -0.776655, -1.224517], [-0.257690, 1.657439, -1.322489], [0.308715, 0.247256, -2.184206], [1.372129, 2.107012, 2.114966], [-2.194732, 1.382668, 0.589943], [-1.684058, 2.115120, 2.116655], [-1.198920, 2.856599, 0.578460], [1.262020, 2.502289, 0.396497], [1.975277, 0.953622, 0.927531], [0.941113, -1.750047, -0.100003], [0.134103, -2.703418, -0.979462], [-0.779999, -3.024091, -0.473718], [-0.151990, -2.232891, -1.923882], [1.275972, -2.287068, 0.795999], [1.875898, -1.462569, -0.588395], [0.360555, -0.287939, -0.555290], [0.698338, -3.603613, -1.237558]], "forces_ev_per_angstrom": [[0.06, -0.96, 1.81], [0.93, -1.75, 0.09], [-0.16, -0.07, -0.38], [0.01, -0.14, -0.34], [-0.40, 1.81, -0.32], [-0.22, -0.06, 0.00], [1.20, -0.93, -1.78], [0.03, 0.05, 0.00], [0.20, -0.03, 0.41], [-0.17, 0.22, -0.26], [-0.11, -0.04, 0.01], [0.02, 0.01, 0.02], [0.13, -0.06, -0.04], [0.02, 0.00, 0.01], [0.01, 0.01, 0.00], [-0.05, -0.02, -0.02], [-0.40, -0.35, 1.47], [0.00, 0.16, 0.06], [0.01, -0.02, -0.03], [-0.03, -0.01, -0.05], [0.12, -0.30, -0.04], [-0.12, 0.33, -0.01], [-1.05, 2.11, -0.62], [-0.04, 0.03, 0.00]]}

***

{"formula": "C6H16O2", "method": "ωB97M-V with the def2-TZVPD basis set", "homo_lumo_gap_ev": 8.95, "de_lowest_kj_mol": 335.34, "e_homo_ev": -8.1, "elements": ["C", "C", "C", "C", "C", "H", "H", "H", "H", "H", "H", "H", "H", "H", "H", "H", "H", "C", "O", "O", "H", "H", "H", "H"], "coordinates": [[0.662255, 1.286064, -0.088583], [1.727630, 1.571054, -1.095800], [-0.679332, 1.440524, -0.358278], [1.126010, 1.015300, 1.309791], [0.703902, -1.501918, -1.090328], [1.312154, 1.768617, -2.082919], [2.444605, 0.748748, -1.154985], [2.299811, 2.455168, -0.786670], [-1.308234, 1.803218, 0.447932], [-1.421728, 0.025061, -0.080138], [-0.952248, 1.903645, -1.300707], [1.472137, 1.946142, 1.773848], [1.954721, 0.305637, 1.319872], [0.314643, 0.624508, 1.920606], [1.777163, -1.578232, -0.961077], [0.505995, -0.854877, -1.939928], [0.253928, -2.476596, -1.289789], [-1.971435, -1.107903, 0.469689], [-1.952877, -2.494990, 0.299987], [-1.798542, -0.764613, 1.822510], [-1.067052, -2.814616, 0.521786], [-2.457652, -1.227314, 2.357285], [-2.989900, -0.844412, 0.149583], [0.044045, -1.228214, -0.163686]], "forces_ev_per_angstrom": [[-1.58, 0.85, -0.02], [0.05, -0.28, -0.13], [2.14, 2.01, 0.28], [-0.12, -0.05, 0.03], [-1.72, -0.44, 1.34], [0.03, -0.05, -0.02], [0.02, 0.02, -0.09], [-0.14, -0.09, 0.05], [-0.23, -0.69, 0.30], [-0.24, -3.94, 0.69], [-0.03, -0.47, -0.31], [0.08, -0.06, -0.09], [0.04, 0.00, 0.03], [-0.01, -0.06, 0.01], [0.01, -0.06, 0.44], [-0.24, 0.14, 0.16], [0.49, -0.20, -0.51], [-1.77, 3.19, -0.46], [1.03, 0.28, -0.45], [0.26, 0.03, 0.46], [-0.08, -0.07, -0.05], [0.07, -0.03, -0.12], [-0.12, -0.24, 0.16], [2.08, 0.21, -1.72]]}

***

{"formula": "C6H16O6RbS2", "method": "ωB97M-V with the def2-TZVPD basis set", "total_charge": 1, "homo_lumo_gap_ev": 10.57, "de_lowest_kj_mol": 44.27, "e_homo_ev": -14.1, "elements": ["Rb", "O", "S", "O", "O", "C", "C", "C", "H", "H", "H", "H", "H", "H", "H", "H", "O", "S", "O", "O", "C", "C", "C", "H", "H", "H", "H", "H", "H", "H", "H"], "coordinates": [[1.805631, 0.581486, -0.216297], [-0.246418, 1.358359, 1.805032], [-1.012930, 2.407366, 2.455449], [-2.359969, 2.690000, 2.063870], [-1.021247, 2.143621, 4.040375], [-0.268894, 0.981901, 4.543463], [-0.428812, 1.063589, 6.049391], [-0.050662, 3.950820, 2.405881], [0.776900, 1.026746, 4.246039], [-0.769928, 0.108816, 4.131265], [-1.490773, 1.123959, 6.283591], [0.057405, 1.962437, 6.426350], [-0.025629, 0.196509, 6.570481], [0.936375, 3.752761, 2.807190], [-0.670242, 4.707248, 2.872523], [0.028993, 4.170201, 1.338816], [0.544980, -1.610345, -1.591578], [0.414266, -2.849699, -2.356382], [-0.153693, -4.016454, -1.746755], [-0.437424, -2.498186, -3.664811], [-0.184630, -1.243198, -4.324666], [-0.999915, -1.276803, -5.609405], [1.998964, -3.307868, -3.028997], [0.881583, -1.102032, -4.487609], [-0.606888, -0.425661, -3.742849], [-0.792923, -0.409645, -6.234758], [-2.054355, -1.226941, -5.330238], [-0.901130, -2.179445, -6.209990], [1.999695, -4.103890, -3.767528], [2.634530, -3.542818, -2.178133], [2.397139, -2.432835, -3.549720]], "forces_ev_per_angstrom": [[-0.41, -0.18, 0.12], [-0.04, 0.28, -0.05], [-0.03, 0.99, 1.07], [0.83, -0.31, -0.02], [0.50, -0.21, -1.18], [-0.66, 0.06, 0.61], [-0.17, 0.12, -0.11], [-0.81, -1.23, -0.95], [-0.05, 0.09, -0.20], [0.29, -0.15, 0.01], [0.01, 0.01, 0.06], [0.01, -0.03, 0.06], [0.13, -0.04, -0.20], [-0.06, 0.23, 0.37], [0.29, 0.09, 0.34], [0.01, 0.11, 0.06], [0.39, -0.73, -0.41], [-0.59, -0.47, -0.24], [0.21, 1.13, -0.45], [0.52, -0.55, 1.02], [-0.76, 0.24, -0.83], [-0.42, -0.03, 0.04], [0.33, 0.99, -0.12], [0.08, -0.03, -0.03], [0.37, -0.05, 0.40], [0.14, 0.02, 0.06], [0.02, 0.03, -0.04], [0.41, -0.03, 0.12], [-0.58, -0.28, 0.32], [0.00, -0.11, -0.03], [0.05, 0.03, 0.23]]}